This record from the OMol25 dataset describes C35H39CrN4O4SSiTe as an isolated structure. The level of theory is ωB97M-V with the def2-TZVPD basis set.

## Properties
<S²> ... 3.812
DFT total energy ... -3877.2316 a.u.

```
! RIJCOSX wB97M-V def2-TZVPD def2/J DEFGRID3
* xyz 0 4
Cr -0.256 -0.033 -0.182
C -2.487 -0.242 4.993
C -1.851 -1.146 4.157
C -1.520 -0.786 2.868
C -1.829 0.485 2.384
C -2.473 1.393 3.234
C -2.789 1.028 4.526
N -1.521 0.810 1.062
N -2.165 1.866 0.648
C -2.057 2.087 -0.688
C -2.698 3.178 -1.292
C -2.647 3.297 -2.664
C -1.996 2.330 -3.424
C -1.348 1.264 -2.814
C -1.328 1.132 -1.437
H -2.747 -0.526 6.002
H -1.616 -2.140 4.511
H -1.041 -1.494 2.208
H -2.721 2.373 2.855
H -3.274 1.738 5.180
H -3.215 3.904 -0.685
H -3.121 4.134 -3.152
H -1.983 2.421 -4.499
H -0.850 0.526 -3.431
C 3.293 -1.855 -3.165
Si 2.362 -0.493 -2.194
C 2.244 1.141 -3.190
C 3.487 -0.186 -0.682
N 0.752 -0.933 -1.671
C -0.067 -1.738 -2.400
C 0.145 -2.125 -3.732
C -0.745 -2.936 -4.404
C -1.878 -3.426 -3.775
C -2.133 -3.057 -2.463
C -1.262 -2.211 -1.808
O -1.495 -1.776 -0.492
C -2.827 -1.819 -0.066
C -3.749 -0.909 -0.568
C -5.033 -0.887 -0.056
C -5.405 -1.780 0.935
C -4.499 -2.716 1.398
C -3.209 -2.743 0.896
H 4.351 -1.805 -2.927
H 3.205 -1.746 -4.241
H 2.940 -2.847 -2.900
H 3.090 1.782 -2.968
H 1.330 1.684 -2.963
H 2.245 0.959 -4.260
H 4.248 0.544 -0.938
H 4.007 -1.088 -0.368
H 2.953 0.205 0.177
H 1.003 -1.728 -4.245
H -0.556 -3.181 -5.438
H -2.571 -4.068 -4.296
H -3.022 -3.409 -1.960
H -3.447 -0.226 -1.347
H -5.744 -0.165 -0.426
H -6.405 -1.749 1.339
H -4.792 -3.427 2.154
H -2.508 -3.484 1.247
N 0.857 1.978 0.066
C 2.131 2.411 0.588
C 2.537 2.020 1.859
C 3.728 2.510 2.372
C 4.487 3.363 1.603
C 4.121 3.728 0.329
C 2.929 3.246 -0.186
S 5.920 4.211 2.358
O 6.456 3.229 3.278
O 5.211 5.325 2.970
O 6.756 4.545 1.224
H 0.794 2.336 -0.891
H 0.141 2.489 0.593
H 1.916 1.338 2.429
H 4.082 2.256 3.357
H 4.765 4.386 -0.231
H 2.602 3.531 -1.177
C 0.249 -3.867 1.421
Te 1.431 -2.067 1.115
C 1.922 -1.974 3.226
H 0.906 -4.691 1.685
H -0.254 -4.098 0.488
H -0.482 -3.731 2.215
H 1.186 -2.519 3.803
H 1.941 -0.943 3.554
H 2.900 -2.409 3.388
*
```